# 1
Formula: C11H19INO3PSbSe4Tc
Source: OMol25
Level of theory: wB97M-V/def2-TZVPD

Properties
Largest force on an atom: 0.58 eV Å⁻¹
Kohn-Sham gap: 5.59 eV
Total charge: +4
HOMO energy: -20.67 eV

Atoms and positions in Å:
1 Tc -0.17997 0.21224 -0.62803
2 Se -0.03546 -4.63784 3.11651
3 Sb -1.93907 -3.41112 3.09554
4 Se -0.22345 -0.12338 1.53378
5 Se -0.91403 -1.54156 -1.58577
6 Se -3.94884 -2.37488 3.22973
7 I 0.65232 1.75536 -2.86971
8 C -1.03181 2.62925 -1.98669
9 C -1.65380 3.77507 -2.39645
10 C -2.76927 4.17544 -1.65485
11 C -3.18572 3.41673 -0.56665
12 C -2.49395 2.27404 -0.22776
13 N -1.41510 1.87343 -0.94303
14 H -1.30258 4.34251 -3.24866
15 H -3.30167 5.07788 -1.93222
16 H -4.04584 3.70970 0.02054
17 H -2.78975 1.65418 0.60531
18 C 4.85452 -0.58325 -3.22984
19 C 3.44103 -0.81455 -2.78966
20 O 3.23701 -0.08079 -1.48009
21 P 2.26938 -0.04900 -0.30010
22 O 2.31889 1.36816 0.32380
23 C 3.39948 2.43213 0.13839
24 C 4.63336 2.04958 0.89830
25 O 2.49032 -1.17929 0.72660
26 C 3.82728 -1.79620 1.15905
27 C 4.34841 -2.75676 0.13373
28 H 4.96844 -1.02726 -4.22124
29 H 5.57339 -1.06136 -2.56738
30 H 5.07964 0.47893 -3.31383
31 H 3.20486 -1.85824 -2.59447
32 H 2.71427 -0.37919 -3.47449
33 H 2.90891 3.31881 0.52624
34 H 3.55558 2.51468 -0.93460
35 H 4.41631 1.86876 1.95045
36 H 5.33064 2.88891 0.84920
37 H 5.13671 1.18829 0.45558
38 H 3.54157 -2.27879 2.08774
39 H 4.48807 -0.95851 1.36830
40 H 3.59800 -3.49646 -0.14502
41 H 5.18268 -3.29687 0.58697
42 H 4.73502 -2.25657 -0.75161

=====

# 2
Formula: C11H19InN2O10
Source: OMol25
Level of theory: wB97M-V/def2-TZVPD

Properties
Largest force on an atom: 5.21 eV Å⁻¹
Kohn-Sham gap: 3.21 eV
Total charge: -2
HOMO energy: -1.34 eV
Relative energy (zero: lowest compared OMol25 entry of this formula, charge and spin): 0.00 kcal/mol

Atoms and positions in Å:
1 In 0.37756 -4.50137 -26.92017
2 C 0.10084 -7.46662 -28.74432
3 O 0.55539 -6.35655 -29.21437
4 O -0.00823 -7.42071 -27.47332
5 O -0.65382 -8.10698 -29.51964
6 C -2.34104 -3.68540 -28.83286
7 O -3.33544 -4.12533 -29.45394
8 O -2.28638 -3.59054 -27.56589
9 O -1.24682 -3.50661 -29.46756
10 N 4.24526 -3.34165 -27.96198
11 O 3.05667 -3.58606 -27.62771
12 O 5.18437 -3.88716 -27.35844
13 O 4.45180 -2.53529 -28.88432
14 C 3.23436 -6.52404 -26.05373
15 C 3.19094 -6.85967 -24.56264
16 C 4.44797 -6.18816 -23.97030
17 C 4.34488 -6.12525 -22.48251
18 C 3.16363 -5.22998 -22.12581
19 C 1.85340 -5.91772 -22.55721
20 N 2.00958 -6.20968 -23.98721
21 O 0.80280 -6.55186 -24.61027
22 C 1.49956 -7.11124 -21.65314
23 C 0.72697 -4.88635 -22.38056
24 C 3.28455 -8.39290 -24.35776
25 H 3.50866 -5.47795 -26.19968
26 H 2.26821 -6.64381 -26.54922
27 H 3.94530 -7.06442 -26.68172
28 H 5.36297 -6.69982 -24.28627
29 H 4.60831 -5.18555 -24.37276
30 H 5.21180 -5.67866 -21.97348
31 H 4.27400 -7.06151 -21.91655
32 H 3.22535 -4.29728 -22.68762
33 H 3.12523 -5.06820 -21.04594
34 H 0.46422 -7.42282 -21.79752
35 H 2.12872 -7.99383 -21.80384
36 H 1.65468 -6.87463 -20.59652
37 H 0.74038 -4.21986 -23.24526
38 H -0.24437 -5.38055 -22.41970
39 H 0.83401 -4.31424 -21.45962
40 H 3.67049 -8.92336 -25.22714
41 H 2.26797 -8.74307 -24.15837
42 H 3.94233 -8.70556 -23.54201
43 H 0.63061 -7.47471 -24.36746

=====

# 3
Formula: C11H19N2
Source: OMol25
Level of theory: wB97M-V/def2-TZVPD

Properties
Largest force on an atom: 2.93 eV Å⁻¹
Kohn-Sham gap: 9.18 eV
Total charge: +1
HOMO energy: -11.77 eV
SMILES: CN(C[N+](C)(C)C)c1ccccc1
Relative energy (zero: lowest compared OMol25 entry of this formula, charge and spin): 55.51 kcal/mol

Atoms and positions in Å:
1 C -2.12058 -1.31530 1.32876
2 N -1.78028 0.12819 1.23535
3 C -2.43134 0.78975 0.09923
4 C -2.14517 0.78477 2.52627
5 H -1.66787 -1.71856 2.24128
6 H -3.20535 -1.47758 1.37178
7 H -1.73166 -1.83819 0.44883
8 H -2.15093 1.83329 0.09951
9 H -2.13751 0.28791 -0.81840
10 H -3.50965 0.73746 0.18622
11 H -1.76563 1.79909 2.54316
12 H -3.22594 0.83830 2.68120
13 H -1.71540 0.20726 3.35125
14 C 1.83050 1.63304 0.87694
15 N 0.89995 0.66219 0.14823
16 C 1.37530 0.05819 -1.06044
17 C 0.44555 -0.20677 -2.09388
18 C 0.91085 -0.84838 -3.23595
19 C 2.24400 -1.33835 -3.26247
20 C 3.10649 -1.18127 -2.16981
21 C 2.69899 -0.42294 -1.07224
22 C -0.01224 -0.01036 1.00459
23 H 2.58884 1.97773 0.15310
24 H 1.18483 2.48061 1.13281
25 H 2.36048 1.21875 1.77223
26 H -0.60822 0.15987 -2.01715
27 H 0.24820 -0.97195 -4.09994
28 H 2.62333 -1.81086 -4.18671
29 H 4.11055 -1.62058 -2.14161
30 H 3.35419 -0.22615 -0.21572
31 H 0.19300 -1.11831 1.21068
32 H 0.03272 0.50915 1.96293

=====

# 4
Formula: C11H19NO3S
Source: OMol25
Level of theory: wB97M-V/def2-TZVPD

Properties
Largest force on an atom: 0.61 eV Å⁻¹
Kohn-Sham gap: 9.48 eV
HOMO energy: -8.94 eV
SMILES: CN(C(=O)CSCC(=O)O)C1CCCCC1
Relative energy (zero: lowest compared OMol25 entry of this formula, charge and spin): 0.00 kcal/mol

Atoms and positions in Å:
1 C 0.83451 -1.34748 1.82439
2 N -0.14602 -0.63714 1.03720
3 C -1.15619 -1.22379 0.37404
4 O -1.92785 -0.61526 -0.35190
5 C -1.34121 -2.72739 0.51674
6 H -1.38209 -3.05692 1.55315
7 H -2.27207 -2.99793 0.01654
8 S 0.01478 -3.66766 -0.26345
9 C -0.07684 -2.98995 -1.96230
10 H -0.66853 -2.07695 -1.91220
11 C 1.30748 -2.67753 -2.45954
12 O 1.81827 -3.16957 -3.42694
13 O 1.93094 -1.76883 -1.69782
14 H 2.82506 -1.60899 -2.03916
15 H -0.54566 -3.72254 -2.61791
16 C 0.10428 0.79656 0.86019
17 C 0.39898 1.15911 -0.59655
18 C 0.75768 2.63821 -0.69514
19 C -0.38497 3.49647 -0.16055
20 C -0.70360 3.12335 1.28409
21 C -1.05595 1.64250 1.38850
22 H -1.26222 1.37409 2.42748
23 H -1.94655 1.43125 0.79736
24 H -1.53853 3.72449 1.64851
25 H 0.16330 3.33851 1.91477
26 H -0.11762 4.55342 -0.22145
27 H -1.27196 3.33633 -0.77623
28 H 0.96230 2.89719 -1.73564
29 H 1.66402 2.83644 -0.11662
30 H -0.48647 0.95833 -1.19909
31 H 1.21688 0.53793 -0.96707
32 H 0.99608 1.02506 1.45353
33 H 0.46357 -2.31244 2.15380
34 H 1.08125 -0.75683 2.70773
35 H 1.74494 -1.51204 1.24154

=====

# 5
Formula: C11H20BCl2NO2Sn
Source: OMol25
Level of theory: wB97M-V/def2-TZVPD

Properties
Largest force on an atom: 4.09 eV Å⁻¹
Kohn-Sham gap (spin up / spin down): 3.90 / 3.52 eV
Total charge: -2
HOMO energy (spin up / spin down): 0.41 / 0.43 eV
Relative energy (zero: lowest compared OMol25 entry of this formula, charge and spin): 67.02 kcal/mol

Atoms and positions in Å:
1 C -0.17072 -0.34224 -2.20313
2 C 0.67564 -1.38865 -1.72134
3 C 1.84779 -0.78758 -1.16569
4 C 0.40172 -2.83596 -1.79239
5 C 1.73899 0.63031 -1.34015
6 C 0.47632 0.90433 -1.94529
7 C -0.07758 2.23975 -2.21748
8 C -1.47526 -0.49652 -2.87039
9 C 2.96701 -1.49845 -0.52724
10 C 2.76051 1.62644 -0.97555
11 Sn -0.43758 -1.26416 2.35761
12 Cl 1.24320 -2.74493 2.92672
13 Cl -2.21490 -1.34159 0.73052
14 O 0.23371 0.42813 1.50354
15 H -0.43847 -3.04339 -2.45075
16 H 0.18555 -3.28557 -0.80471
17 H 1.28110 -3.36847 -2.19646
18 H 2.61966 -2.20667 0.24263
19 H 3.64779 -0.78802 -0.04234
20 H 3.55075 -2.06828 -1.26730
21 H 3.34268 1.30796 -0.09984
22 H 2.29278 2.59665 -0.75586
23 H 3.47712 1.78655 -1.79560
24 H 0.35933 2.97400 -1.53252
25 H -1.16492 2.25391 -2.05735
26 H 0.13118 2.57011 -3.24877
27 H -1.91726 -1.47819 -2.67224
28 H -1.37688 -0.40428 -3.96195
29 H -2.15789 0.29225 -2.53105
30 H 1.10926 0.68729 1.27358
31 O -2.54934 2.88859 0.54229
32 H -1.72263 2.77617 1.05839
33 B -3.35911 0.75661 5.66293
34 C -2.68813 0.20488 4.37917
35 N -2.07039 -0.27197 3.49358
36 H -4.33585 0.08037 5.96418
37 H -3.68457 1.92588 5.49430
38 H -2.50059 0.68474 6.54593

=====

# 6
Formula: C11H20BClNO6
Source: OMol25
Level of theory: wB97M-V/def2-TZVPD

Properties
Largest force on an atom: 0.77 eV Å⁻¹
Kohn-Sham gap: 6.43 eV
Total charge: -1
HOMO energy: -4.20 eV

Atoms and positions in Å:
1 C 5.20002 -0.87347 0.61543
2 O 4.77581 -0.18156 -0.53785
3 C 4.62111 1.21382 -0.34369
4 C 3.40971 1.71135 -1.11702
5 C 2.12998 0.96490 -0.71437
6 C 0.83404 1.72144 -1.09949
7 C -0.12757 1.83083 0.08530
8 C -1.38605 2.68226 -0.20563
9 O -1.39548 3.88600 -0.26700
10 N -2.50599 1.84246 -0.37607
11 C -1.96077 0.47158 -0.46615
12 B -2.93130 -0.79372 -0.37919
13 C -4.32361 -0.81743 0.31350
14 O -2.43707 -1.95464 -0.92576
15 C -0.78781 0.50887 0.50813
16 Cl -1.40692 0.73918 2.19306
17 H 5.45326 -1.89172 0.31566
18 H 4.40218 -0.91963 1.36622
19 H 6.09537 -0.41104 1.05257
20 H 4.47689 1.43455 0.72413
21 H 5.53514 1.73106 -0.66658
22 H 3.27913 2.77544 -0.89053
23 H 3.59159 1.58351 -2.18917
24 H 2.13220 -0.00518 -1.21607
25 H 2.14366 0.76866 0.36321
26 H 1.08320 2.73677 -1.42017
27 H 0.36130 1.21452 -1.94415
28 H 0.40125 2.32572 0.90540
29 H -3.19623 1.98614 0.35048
30 H -1.52972 0.46189 -1.47818
31 H -5.04027 -1.34520 -0.32584
32 H -4.72814 0.16731 0.56231
33 H -4.22877 -1.43330 1.21834
34 H -1.76007 -1.76322 -1.58568
35 H -0.17407 -0.38649 0.58425
36 C -4.26484 -4.57015 1.71703
37 O -4.66550 -5.38538 0.85417
38 O -3.28566 -3.65133 1.21512
39 O -4.56676 -4.41796 2.90289
40 H -3.22326 -3.95683 0.30141